# 1
A gas-phase ion, C8H13N2O2 (charge +1) in a non-equilibrium geometry. Source: OMol25; level of theory: ωB97M-V/def2-TZVPD.

Structure (XYZ):
```
25
Properties=species:S:1:pos:R:3:forces:R:3
C -1.60336 1.90432 2.10709 1.969 1.917 0.191
O -0.39123 1.78460 1.35220 1.408 0.031 -0.221
C -0.45539 1.64356 0.07007 -2.440 -2.201 -0.985
O -1.48985 1.44775 -0.57191 0.638 1.163 0.436
C 0.83212 1.31817 -0.65113 1.310 2.632 -1.921
C 1.84180 0.72461 0.22311 2.670 1.394 -0.982
C 1.88247 -0.58000 0.39016 -2.564 -0.527 -0.982
C 0.76045 -1.42192 -0.16917 0.445 0.280 0.645
C 0.43100 -2.75631 0.46436 -0.798 3.469 1.146
C -0.03586 -0.88969 -1.11415 0.657 -1.206 -0.375
N -1.25553 -1.38634 -1.53964 0.228 -0.462 0.303
N 0.46158 0.33801 -1.75568 -2.603 2.429 0.009
H -1.58160 2.92392 2.37696 -0.167 1.361 0.674
H -1.48118 1.37907 3.00821 -0.286 -1.333 0.688
H -2.39854 1.84278 1.47153 -2.388 -1.229 -1.204
H 1.19307 2.32668 -1.22514 -0.654 -2.433 1.446
H 2.74625 1.35874 0.33180 -0.802 -0.477 0.902
H 2.58105 -0.95772 1.06015 1.315 -1.136 0.665
H 1.25769 -3.04559 1.04813 0.760 -1.131 0.407
H -0.04201 -3.38351 -0.18494 -0.044 -2.417 -2.257
H -0.43597 -2.61751 1.11123 0.147 0.358 0.894
H -1.84599 -1.01951 -2.30240 0.804 -0.363 0.954
H -1.62811 -2.12183 -0.91103 0.082 0.988 -1.091
H -0.45441 0.80981 -2.01705 0.695 -0.289 -0.289
H 1.11156 0.37790 -2.57276 -0.384 -0.817 0.947
```
Forces are in eV/Å.

As for the total charge: +1. Its HOMO-LUMO gap is 8.71 eV. Its max |F| is 0.073 hartree/bohr. The HOMO energy comes out at -11.97 eV. For the energy relative to the best compared isomer or geometry (same formula, charge and spin), the calculation gives 70.8 kcal per mole.


# 2
A molecular structure, C41H79F5KMgN8O14S4 in a non-equilibrium geometry. Source: OMol25; level of theory: ωB97M-V/def2-TZVPD.

Structure (XYZ):
```
153
Properties=species:S:1:pos:R:3:forces:R:3
C 2.66416 -3.61118 8.94974 0.441 0.559 1.304
N 2.77484 -2.36494 8.09388 -1.817 -0.726 0.047
C 1.69102 -2.37049 7.04205 -0.444 -1.263 0.418
C 2.26537 -1.86683 5.58737 -0.326 1.768 4.831
N 3.57254 -2.52328 5.53952 -0.601 0.045 -2.977
C 3.57044 -4.00675 5.46440 0.865 -1.861 -0.472
C 4.47061 -2.06524 4.46068 3.520 3.235 -0.778
C 4.46377 -2.66545 2.94923 -0.653 -0.190 0.685
O 5.34947 -1.18438 4.68295 -3.861 -3.258 -0.528
C 2.28401 -0.23251 5.73125 3.170 1.275 -1.186
N 2.11030 0.37712 7.07160 -0.545 1.084 -0.747
C 0.78891 0.93647 7.40289 -1.142 0.767 1.719
C 3.22707 1.31425 7.41452 3.743 -0.299 1.084
C 3.08614 2.92316 7.29220 -1.270 -0.618 0.293
O 4.33588 0.86620 7.80235 -4.535 1.301 -1.766
C 1.52686 0.30870 4.41486 1.403 -1.895 -1.740
O 1.21329 1.69650 4.21706 3.044 -2.796 1.233
C 2.42461 2.51759 3.96719 0.713 1.552 -1.419
C 2.59789 2.68273 2.34981 -0.022 -1.016 -0.143
C 3.79516 1.71495 1.82417 -0.989 -0.268 0.463
C 1.22391 2.31488 1.55638 1.006 0.700 -1.248
C 1.57161 2.42520 -0.03479 -1.197 -0.308 -0.768
C 0.35586 3.19468 -0.77938 0.925 -0.395 1.023
C 1.70189 0.96468 -0.73205 0.131 -0.139 0.436
C 0.40646 -0.84046 4.04478 -0.165 4.443 0.914
C -0.91165 -0.49247 4.89479 -0.582 -1.146 -0.218
C -2.28515 -1.07572 4.35033 -4.128 -1.484 -0.559
C -3.53975 -0.90529 5.28672 -0.453 -1.686 -2.868
C -4.94333 -1.46224 4.92277 3.407 -0.241 -2.205
C -5.12033 -2.22001 3.58099 2.151 0.668 -0.406
C -6.53488 -2.87794 3.13393 1.709 0.333 1.327
C -3.92376 -2.38982 2.57219 0.642 2.204 4.558
C -2.53146 -1.80197 3.01317 -2.194 0.058 1.252
N 1.26144 -2.03981 4.44352 -0.251 -1.063 -2.951
C 0.51756 -3.33044 4.26749 -1.121 -3.449 -0.610
C 0.76570 -4.02961 2.81280 -1.123 -0.925 0.664
N 0.56854 -3.09725 1.66310 1.551 -0.719 0.028
H 3.04463 -3.30502 9.99692 -0.550 -0.658 -1.649
H 1.58410 -3.95980 9.09415 1.425 0.259 -0.281
H 3.35044 -4.45036 8.59838 -1.064 1.081 0.261
H 2.64115 -1.56522 8.72942 0.161 -0.397 -0.792
H 1.35944 -3.47928 7.00624 0.404 1.836 -0.428
H 0.75456 -1.79959 7.36530 1.274 -0.566 -0.662
H 3.21258 -4.55638 6.39273 0.368 1.157 -1.111
H 4.67293 -4.32919 5.32113 -1.765 0.544 0.371
H 3.02578 -4.44982 4.54551 0.680 0.733 1.419
H 3.54370 -3.32920 2.77145 1.366 0.806 0.149
H 4.47140 -1.82358 2.16791 0.155 -1.116 1.416
H 5.40069 -3.30522 2.83211 -1.283 0.889 0.079
H 3.36311 0.12643 5.49562 -1.478 -1.253 0.350
H 0.27971 1.59967 6.62782 0.832 -0.845 0.692
H 0.92678 1.60389 8.33911 -0.278 -1.075 -1.516
H -0.00972 0.16550 7.72990 1.528 0.944 -0.610
H 2.14516 3.20530 6.68703 1.533 -0.403 0.817
H 4.03058 3.37621 6.82183 -1.435 -0.876 0.927
H 2.88745 3.32711 8.35465 0.639 -0.541 -1.665
H 2.31344 0.11389 3.57979 -0.938 0.037 1.307
H 2.31624 3.61237 4.39618 -0.320 -2.296 -0.454
H 3.34194 2.07277 4.47599 -1.302 0.445 -0.702
H 2.87202 3.75959 2.04738 -0.454 -1.551 0.830
H 4.18819 2.08059 0.82106 -0.289 -0.577 1.522
H 4.59463 1.60730 2.63479 -0.835 0.381 -1.365
H 3.35006 0.66159 1.66742 0.710 1.499 0.104
H 0.35249 3.07744 1.75335 1.553 -1.392 -0.103
H 0.87412 1.22850 1.69728 0.444 1.671 0.201
H 2.52024 3.02452 -0.23689 -1.208 -0.800 0.515
H -0.61174 2.71454 -0.36425 1.319 0.913 -1.006
H 0.47593 3.05175 -1.90579 -0.500 0.344 1.508
H 0.43634 4.29804 -0.45883 -0.450 -1.561 -0.714
H 0.78320 0.75130 -1.38471 1.462 0.400 0.769
H 1.76244 0.11313 0.04870 -0.063 1.247 -0.994
H 2.65855 0.88871 -1.35295 -1.485 0.149 0.673
H 0.22303 -0.73113 2.91034 0.291 -1.024 1.841
H -1.05698 0.66034 4.97049 0.534 -2.105 -0.121
H -0.75592 -0.90299 5.95600 -0.290 0.776 -1.472
H -3.41542 -0.36055 6.27713 -0.183 -0.807 -1.435
H -5.80530 -1.29197 5.66626 1.476 -0.424 -1.491
H -6.84486 -2.46243 2.12080 0.259 -0.641 1.452
H -7.27065 -2.63855 3.97702 0.771 -0.430 -1.537
H -6.33270 -4.01453 3.11401 -0.638 1.776 -0.154
H -4.04731 -2.95144 1.57548 0.226 1.124 1.803
H -1.68053 -1.94068 2.27163 -1.098 0.252 1.149
H 1.90000 -2.05720 3.61106 -0.330 -0.001 0.717
H 0.82577 -4.15696 5.01379 -0.241 1.807 -0.943
H -0.61980 -3.25238 4.36633 1.719 0.657 0.052
H 1.74497 -4.62467 2.78130 -1.201 0.985 0.129
H -0.07462 -4.82177 2.73740 1.372 1.193 0.356
H 0.33393 -3.66467 0.82256 0.250 0.615 0.832
H 1.52470 -2.74349 1.43871 -1.039 -0.050 -0.154
O 0.28895 3.42201 -7.11080 -4.146 -2.187 4.907
C 0.21595 3.34405 -5.79213 -0.044 4.473 -1.415
C 0.05993 1.79234 -5.36695 0.020 -4.387 1.203
O -0.02968 1.71538 -4.05424 -0.078 0.794 -1.486
H -0.62141 3.88179 -5.30650 -0.136 0.261 -0.362
H 1.07642 3.72055 -5.21667 0.595 -1.178 -0.295
H 0.90567 1.26848 -5.84714 0.544 0.676 0.256
H -0.79442 1.40972 -5.95103 -0.412 0.676 0.251
C 1.90769 7.13579 0.14989 0.231 -0.239 -0.881
C 2.26411 6.72370 -1.24626 0.583 -0.700 -2.320
N 2.54382 6.39749 -2.34445 -0.870 0.941 3.506
H 2.71010 6.85734 0.83538 -0.015 0.041 -0.119
H 1.76180 8.21623 0.19367 0.021 -0.116 -0.056
H 0.98616 6.63900 0.45869 0.045 0.052 -0.105
K -0.41276 3.01569 4.45758 -2.926 2.727 0.139
N 3.31209 5.00062 -9.48256 0.281 -0.567 -0.320
S 4.18825 5.07455 -10.78604 0.559 2.629 -2.397
O 3.49824 5.01141 -12.05137 0.395 -0.770 1.242
O 5.50640 4.46091 -10.74336 -0.393 -0.642 0.213
F 4.58306 6.61735 -10.74359 -0.258 -0.541 0.723
S 2.69852 3.56861 -9.27172 -1.091 -2.138 0.605
O 1.63505 3.52901 -8.27856 4.427 1.427 -2.839
O 3.60179 2.44392 -9.22628 -0.016 1.185 -0.141
F 1.88543 3.30449 -10.60808 0.763 0.291 -0.170
C -4.29385 -5.14907 -2.78684 -0.402 -0.022 0.062
N -4.80840 -6.20350 -1.81937 0.157 -0.002 -0.061
C -5.58655 -7.23321 -2.61565 0.237 0.190 0.307
C -5.73564 -5.55727 -0.82102 0.275 -0.216 -0.223
C -3.64643 -6.93137 -1.12128 -0.046 0.553 -0.152
C -2.77051 -6.05472 -0.22441 0.035 0.226 0.025
O -2.14770 -5.01686 -0.96725 0.014 0.028 0.075
H -5.12039 -4.85303 -3.43653 0.066 -0.157 0.079
H -3.96138 -4.27719 -2.22800 0.145 -0.252 -0.084
H -3.48780 -5.58120 -3.37920 -0.059 0.118 0.111
H -6.41882 -6.73222 -3.11185 0.142 -0.051 0.061
H -5.96008 -7.99256 -1.92678 0.048 0.066 -0.110
H -4.91621 -7.67866 -3.35221 -0.105 0.059 0.085
H -5.19958 -4.76750 -0.29516 -0.064 -0.098 -0.085
H -6.07780 -6.32198 -0.12179 -0.006 0.105 -0.073
H -6.58068 -5.12960 -1.36291 0.119 -0.068 0.063
H -3.04254 -7.37058 -1.91948 -0.106 0.072 0.063
H -4.09156 -7.73459 -0.52795 0.053 0.125 -0.055
H -1.98391 -6.67468 0.21658 -0.315 -0.362 -0.001
H -3.34633 -5.61294 0.59482 -0.138 -0.211 0.056
H -1.57442 -4.52510 -0.36236 -0.186 -0.080 -0.307
C -3.36935 2.17063 -10.61342 -0.115 -0.128 0.044
S -1.69964 1.52313 -10.38275 0.010 0.610 0.005
O -1.67620 0.79603 -9.07032 -0.093 -0.076 0.111
C -0.91035 3.12544 -10.12840 0.188 -0.304 0.130
H -4.05090 1.32963 -10.75397 0.134 -0.047 0.010
H -3.67319 2.74012 -9.73321 0.136 0.056 -0.055
H -3.39371 2.80794 -11.49895 0.093 0.062 0.113
H -1.36718 3.63563 -9.27863 -0.145 -0.043 -0.129
H -1.01608 3.73075 -11.02941 -0.120 -0.058 0.083
H 0.15018 2.96013 -9.92523 -0.913 -0.246 -0.011
Mg 6.05103 2.88046 -12.31873 -0.028 0.111 0.165
C -3.15822 7.90619 -10.54420 0.273 1.081 -0.182
F -3.37910 8.34114 -11.80915 -0.003 -0.498 0.463
F -1.88412 8.26125 -10.24513 -0.486 -0.466 -0.041
F -3.95316 8.66203 -9.74566 0.168 -0.578 -0.185
S -3.46372 6.08155 -10.34625 -0.494 -2.158 0.176
O -2.53518 5.43073 -11.26839 -0.308 1.038 0.230
O -4.86447 5.88409 -10.70460 0.640 0.774 0.052
O -3.18231 5.79139 -8.94294 0.083 0.763 -0.527
```
Forces are in eV/Å.

As for the total charge: +1. Its HOMO-LUMO gap is 0.76 eV. Its max |F| is 0.132 hartree/bohr. The HOMO energy comes out at -5.00 eV.